[1]
Entry from the OMol25 dataset: a cluster of 2 separate species, CHFIN in total in a non-equilibrium geometry (ωB97M-V/def2-TZVPD).

Geometry (Å):
C  0.4590  -0.1044  0.2695
N  -1.2553  0.9778  -0.4319
F  -1.4005  0.0123  -1.3473
I  1.4994  -0.0324  1.9782
H  0.6974  -0.8533  -0.4685

As for the spin multiplicity: 3. Its expectation value of S² is 2.031. The total energy comes out at -490.72038 Ha. As for the energy above the lowest of the compared OMol25 structures with the same formula, charge and spin: 75.0 kcal/mol.

[2]
Entry from the OMol25 dataset: an isolated molecule of CHFN2O in a non-equilibrium geometry (ωB97M-V/def2-TZVPD).

Geometry (Å):
C  -1.5757  -0.7794  -0.1061
N  -0.4424  -0.0843  -0.2055
N  -1.5271  0.7367  -0.6892
O  -2.2394  -1.7247  0.1389
F  -1.8181  1.6470  0.3367
H  0.5432  0.2807  -0.1092

As for the SMILES: O=C1NN1F. The total energy comes out at -323.16163 Ha. As for the energy above the lowest of the compared OMol25 structures with the same formula, charge and spin: 65.4 kcal/mol.

[3]
Entry from the OMol25 dataset: an isolated molecule of CHFN2O2S in a non-equilibrium geometry (ωB97M-V/def2-TZVPD).

Geometry (Å):
C  -1.2381  -0.9456  0.0203
N  -1.7826  -1.9121  -0.1764
N  -0.7342  0.3068  0.2129
O  1.5715  -0.8979  0.6498
O  1.3950  1.5867  0.6372
F  0.9411  0.3413  -1.3965
S  1.0037  0.2816  0.1668
H  -1.1564  1.2391  -0.1141

As for the SMILES: N#CNS(=O)(=O)F. The total energy comes out at -796.69673 Ha. As for the energy above the lowest of the compared OMol25 structures with the same formula, charge and spin: 12.4 kcal/mol.

[4]
Entry from the OMol25 dataset: a cluster of 2 separate species, CHFN2O5 in total in a non-equilibrium geometry (ωB97M-V/def2-TZVPD).

Geometry (Å):
C  0.8953  -0.2197  0.0260
N  0.0756  0.8836  0.5268
N  0.3035  -1.2626  -0.9576
O  0.5807  1.7575  1.2023
O  0.2363  -2.3797  -0.5508
O  -1.0065  1.0599  -0.4131
O  -0.0793  -0.8058  -1.9940
O  1.9901  -0.4442  0.4151
F  -1.3395  -0.2326  1.8834
H  -1.6562  1.6436  -0.1381

The total energy comes out at -623.91998 Ha. As for the energy above the lowest of the compared OMol25 structures with the same formula, charge and spin: 92.6 kcal/mol.

[5]
Entry from the OMol25 dataset: an isolated molecule of CHFN2OS in a non-equilibrium geometry (ωB97M-V/def2-TZVPD).

Geometry (Å):
C  1.0971  0.6530  -2.5410
N  1.1909  0.2359  -3.6005
N  -0.2165  0.1351  -0.3794
O  2.7728  0.5199  -0.1945
F  0.5638  2.4861  -0.4767
S  1.0315  0.8855  -0.7529
H  -0.4789  -0.3461  0.4516

As for the SMILES: N#C[S@@](=N)(=O)F. The total energy comes out at -721.28824 Ha. As for the energy above the lowest of the compared OMol25 structures with the same formula, charge and spin: 108.1 kcal/mol.

[6]
Entry from the OMol25 dataset: a cluster of 2 separate species, CHFNO2S in total in a non-equilibrium geometry (ωB97M-V/def2-TZVPD).

Geometry (Å):
C  -0.8183  -0.8363  -0.7248
N  1.6966  -1.4614  -0.5112
O  3.8380  -0.3616  0.2035
O  1.7484  1.0858  0.3018
F  -0.9845  -1.3508  0.5717
S  2.4135  -0.2483  -0.0071
H  -0.8123  0.2184  -0.5497

Its total charge is -1. The total energy comes out at -741.85640 Ha. As for the energy above the lowest of the compared OMol25 structures with the same formula, charge and spin: 128.1 kcal/mol.

[7]
Entry from the OMol25 dataset: a cluster of 2 separate species, CHI2NO in total in a non-equilibrium geometry (ωB97M-V/def2-TZVPD).

Geometry (Å):
C  -2.2205  -0.4217  -0.4396
N  -1.7009  -1.3833  -0.0945
O  -0.8467  -2.2168  0.0412
I  -3.8006  0.7710  0.0231
I  1.1648  1.6888  -0.0148
H  0.6055  0.3656  -0.4533

As for the SMILES: [O-][N+]#CI.I. The total energy comes out at -763.95454 Ha. As for the energy above the lowest of the compared OMol25 structures with the same formula, charge and spin: 55.5 kcal/mol.

[8]
Entry from the OMol25 dataset: a structure of composition CHLiO2Y in a non-equilibrium geometry (ωB97M-V/def2-TZVPD).

Geometry (Å):
O  -0.8305  1.2012  -1.8301
C  1.0226  -1.2358  1.9018
O  1.0908  -0.8585  0.6896
Y  -0.0962  -0.5742  -1.1010
Li  -1.1123  2.8770  -1.8197
H  -0.0745  -1.4098  2.1595

Its total charge is +1. The total energy comes out at -234.75474 Ha.

[9]
Entry from the OMol25 dataset: a cluster of 2 separate species, CHN2O4 in total in a non-equilibrium geometry (ωB97M-V/def2-TZVPD).

Geometry (Å):
C  1.7576  -1.6268  0.5644
N  1.0351  -0.7782  -0.0591
N  -1.3980  1.2059  -0.1153
O  1.0978  -2.2505  -0.4747
O  2.5288  -1.9300  1.4270
O  -1.3382  2.1732  0.6249
O  -2.3024  0.9602  -0.8957
H  -0.5792  0.5223  -0.0738

Its total charge is -1. The total energy comes out at -449.07183 Ha. As for the energy above the lowest of the compared OMol25 structures with the same formula, charge and spin: 61.3 kcal/mol.

[10]
Entry from the OMol25 dataset: a cluster of 2 separate species, CHN2O4 in total in a non-equilibrium geometry (ωB97M-V/def2-TZVPD).

Geometry (Å):
C  1.3209  -0.5901  0.1158
N  0.5276  0.3782  -0.5208
N  -1.6443  0.2177  -0.0690
O  2.4691  -0.0687  0.0158
O  0.9400  -1.6595  0.5395
O  -2.2661  -0.5030  -0.7897
O  -1.9985  0.9195  0.8379
H  0.6513  1.3059  -0.1295

Its total charge is -1. The total energy comes out at -449.08774 Ha. As for the energy above the lowest of the compared OMol25 structures with the same formula, charge and spin: 51.3 kcal/mol.

[11]
Entry from the OMol25 dataset: an isolated molecule of CHN2O5P in a non-equilibrium geometry (ωB97M-V/def2-TZVPD).

Geometry (Å):
C  1.0464  -1.7274  1.6691
N  1.5222  -2.7574  1.3858
N  -0.5487  0.0728  1.2888
O  0.5443  -0.5876  2.1095
O  -1.2587  0.6249  1.9764
O  1.4747  0.6922  -0.9984
O  -0.8289  0.3814  -2.6538
O  -0.9774  1.0399  -1.3489
P  0.3256  1.1677  -0.3153
H  -1.2996  1.0936  -3.1134

The total energy comes out at -865.53330 Ha. As for the energy above the lowest of the compared OMol25 structures with the same formula, charge and spin: 33.8 kcal/mol.

[12]
Entry from the OMol25 dataset: a cluster of 2 separate species, CHN3O in total in a non-equilibrium geometry (ωB97M-V/def2-TZVPD).

Geometry (Å):
C  -1.4494  -0.2520  -0.1385
N  2.0599  -0.0183  -0.7396
N  -1.3130  -1.3790  -0.0362
N  1.4518  0.2706  0.1375
O  0.8517  0.5945  1.0642
H  -1.6010  0.7842  -0.2874

As for the SMILES: N#[N+][O-].C#N. The total energy comes out at -278.12659 Ha. As for the energy above the lowest of the compared OMol25 structures with the same formula, charge and spin: 82.2 kcal/mol.